Record 1
Entry from the OMol25 dataset: a structure of composition C9H28F7MgNO11S2 at a distorted geometry (the ωB97M-V functional and the def2-TZVPD basis).

The calculation puts the HOMO energy at -9.27 eV. As for the HOMO-LUMO gap: 0.340 Ha.

Last column: Mulliken charge in e.
Cartesian coordinates (Å):
Mg 0.15 -0.07 -0.36  1.0250
C -3.44 1.91 -0.75  0.6499
F -2.92 2.44 -1.89  -0.2364
F -2.81 2.46 0.32  -0.1541
F -4.74 2.07 -0.85  -0.2062
S -3.00 0.02 -0.92  0.8985
O -4.24 -0.66 -0.57  -0.5866
O -2.67 -0.17 -2.34  -0.7620
N -1.60 -0.15 0.20  -0.4446
S -2.36 -0.43 1.54  0.8574
O -1.36 -0.36 2.65  -0.7155
O -3.56 0.30 1.84  -0.5850
C -2.68 -2.41 1.31  0.7017
F -2.62 -2.72 0.02  -0.1963
F -1.75 -3.09 2.00  -0.1502
F -3.90 -2.68 1.76  -0.2608
F 3.11 -0.14 1.76  -0.9066
C 2.65 4.04 -0.58  -0.6883
O 1.45 3.69 -1.31  -0.3945
H 3.41 3.27 -0.75  0.2414
H 3.04 4.97 -1.00  0.3219
H 2.42 4.26 0.46  0.2379
H 0.93 4.49 -1.33  0.2051
C 0.83 -2.90 0.67  -0.9340
O 0.91 -1.50 0.96  -0.1362
H 0.86 -3.56 1.53  0.2829
H -0.06 -3.20 0.12  0.2327
H 1.69 -3.26 0.11  0.2838
H 1.76 -1.28 1.34  0.2801
C 0.18 2.48 1.69  -1.1154
O 0.80 1.36 1.08  0.3785
H 0.94 3.20 1.98  0.4211
H -0.53 3.04 1.08  0.2369
H -0.37 2.12 2.56  0.3344
H 1.68 1.17 1.39  0.1571
C 0.38 -2.38 -2.62  -1.3581
O -0.20 -1.37 -1.85  0.4542
H -0.20 -3.30 -2.56  0.3050
H 0.45 -2.03 -3.65  0.3939
H 1.41 -2.58 -2.32  0.2991
H -1.06 -1.40 -2.26  0.1004
C -0.01 1.55 -3.19  -1.0671
O 0.02 1.42 -1.79  0.6734
H -0.73 2.34 -3.39  0.3080
H 0.91 1.98 -3.59  0.3323
H -0.43 0.74 -3.77  0.2911
H 0.38 2.25 -1.47  -0.0156
C -0.19 -2.63 4.77  -0.5673
O 0.73 -1.80 4.07  -0.4944
H -0.62 -3.44 4.19  0.1722
H 0.25 -3.04 5.68  0.3328
H -1.03 -2.05 5.16  0.2423
H 0.22 -1.31 3.42  0.3072
C 2.94 -0.29 -2.11  -1.1065
O 2.24 -0.10 -0.90  -0.0258
H 2.31 -0.56 -2.96  0.2698
H 3.50 0.58 -2.42  0.2515
H 3.62 -1.13 -1.98  0.3934
H 2.90 -0.15 -0.20  0.2340

Record 2
Entry from the OMol25 dataset: a cluster of 2 separate species, C4H14N4 in total at a distorted geometry (the ωB97M-V functional and the def2-TZVPD basis).

The calculation puts the HOMO energy (spin up / spin down) at -18.04 / -18.04 eV. As for the HOMO-LUMO gap (spin up / spin down): 0.304 / 0.304 Ha. The net charge is +2. The value obtained for the energy relative to the best compared isomer or geometry (same formula, charge and spin) is 396.1 kJ/mol.

Last column: Mulliken charge in e.
Cartesian coordinates (Å):
C 0.53 1.05 1.78  0.8590
C 1.73 1.15 2.63  -1.4377
C 1.41 -0.47 0.27  -0.7350
C -2.08 -1.55 -2.73  -0.8629
N -0.63 1.77 2.24  0.3972
N 0.38 0.34 0.71  -0.2811
N -1.61 1.99 1.49  -0.4233
N -0.60 -1.10 -2.61  -0.3277
H 1.53 1.54 3.63  0.3616
H 2.41 1.91 2.10  0.3841
H 2.31 0.24 2.79  0.4032
H 1.30 -1.50 0.51  0.3603
H 2.44 -0.05 0.57  0.3540
H 1.31 -0.68 -0.91  0.1059
H -2.19 -2.21 -3.56  0.3680
H -2.42 -1.91 -1.78  0.3692
H -2.70 -0.74 -2.95  0.3779
H -0.47 2.27 3.11  0.3224
H -0.12 -0.80 -3.51  0.3511
H -2.35 2.54 1.97  0.3187
H -0.61 -0.43 -1.89  0.3271
H -0.22 -2.00 -2.37  0.4081

Record 3
Entry from the OMol25 dataset: the molecule C15H14BrNO5S2 (the ωB97M-V functional and the def2-TZVPD basis).

The calculation puts the HOMO energy at -8.80 eV. As for the HOMO-LUMO gap: 0.330 Ha. The value obtained for the energy relative to the best compared isomer or geometry (same formula, charge and spin) is 25.5 kJ/mol. The SMILES is COC(=O)c1ccccc1NC(=O)CCS(=O)(=O)c1ccc(Br)s1.

Last column: Mulliken charge in e.
Cartesian coordinates (Å):
C 1.37 -2.76 -1.50  -0.7157
O 1.92 -1.45 -1.49  -0.3820
C 1.31 -0.52 -0.74  0.7426
O 0.31 -0.76 -0.09  -0.4723
C 2.03 0.77 -0.77  0.4043
C 3.32 0.82 -1.31  -0.6303
C 4.06 1.98 -1.26  -0.6874
C 3.53 3.11 -0.66  -0.6034
C 2.25 3.09 -0.13  -0.6048
C 1.48 1.93 -0.19  0.3498
N 0.18 1.91 0.29  0.1135
C -0.30 2.61 1.36  0.6704
O 0.32 3.44 1.98  -0.6435
C -1.73 2.21 1.72  -0.9052
C -1.94 0.71 1.78  -0.8307
S -2.79 0.19 0.26  1.2343
O -4.19 0.47 0.39  -0.6400
O -2.11 0.74 -0.89  -0.7297
C -2.58 -1.58 0.16  0.0521
C -2.74 -2.53 1.11  -0.3053
C -2.44 -3.83 0.64  -0.4773
C -2.07 -3.80 -0.67  -0.1376
Br -1.56 -5.27 -1.70  -0.0672
S -2.07 -2.21 -1.35  -0.0817
H 0.62 -2.84 -2.29  0.2299
H 2.20 -3.44 -1.70  0.3077
H 0.91 -2.99 -0.54  0.3487
H 3.73 -0.07 -1.75  0.4411
H 5.06 2.00 -1.68  0.4035
H 4.11 4.02 -0.60  0.3996
H 1.84 3.97 0.33  0.4223
H -0.45 1.25 -0.16  0.0848
H -2.41 2.64 0.98  0.3863
H -1.96 2.68 2.68  0.3002
H -1.01 0.15 1.84  0.4882
H -2.61 0.42 2.59  0.6101
H -3.06 -2.32 2.12  0.4545
H -2.50 -4.72 1.23  0.4703

Record 4
Entry from the OMol25 dataset: a structure of composition H12NaO6 (the ωB97M-V functional and the def2-TZVPD basis).

The calculation puts the HOMO energy at -15.00 eV. As for the HOMO-LUMO gap: 0.437 Ha. The net charge is +1. The value obtained for the energy relative to the best compared isomer or geometry (same formula, charge and spin) is 14.3 kJ/mol.

Last column: Mulliken charge in e.
Cartesian coordinates (Å):
Na 0.21 -0.10 -0.01  0.7815
O -0.11 -1.30 2.21  -0.5793
H 0.52 -1.80 2.75  0.2881
H -0.69 -1.97 1.82  0.3309
O 0.19 2.51 -0.69  -0.6187
H 0.69 3.30 -0.93  0.2954
H -0.61 2.86 -0.26  0.3401
O -2.17 -0.50 0.27  -0.5474
H -2.56 -0.39 -0.61  0.3121
H -2.93 -0.55 0.88  0.2787
O 1.74 1.10 1.46  -0.5701
H 1.71 2.05 1.31  0.3068
H 2.65 0.91 1.74  0.2999
O -0.50 0.47 -2.61  -0.5968
H -0.76 0.55 -3.53  0.3003
H -0.12 1.33 -2.35  0.3455
O 0.94 -2.44 -0.55  -0.5886
H 1.47 -2.96 0.07  0.3058
H 0.33 -3.07 -0.97  0.3160

Record 5
Entry from the OMol25 dataset: a structure of composition C30H21Cl2N5O9S2Sn at a distorted geometry (the ωB97M-V functional and the def2-TZVPD basis).

The calculation puts the HOMO energy at -8.18 eV. As for the HOMO-LUMO gap: 0.281 Ha. The value obtained for the energy relative to the best compared isomer or geometry (same formula, charge and spin) is 21.7 kJ/mol.

Last column: Mulliken charge in e.
Cartesian coordinates (Å):
Sn -15.62 1.30 10.17  1.1842
O -19.41 1.43 4.98  -0.6641
C -19.77 2.17 6.07  0.4577
C -21.08 2.49 6.17  -0.6328
C -21.55 3.33 7.14  -0.4572
C -20.64 3.85 8.12  -0.7642
C -19.31 3.50 8.01  -0.7039
C -18.86 2.69 7.01  0.2222
C -17.36 2.49 6.95  0.6834
O -16.64 2.50 7.94  -0.3120
N -16.89 2.24 5.71  -1.6246
N -15.60 1.88 5.72  1.0366
C -14.94 0.88 5.20  -0.7011
C -13.55 1.13 5.44  1.0280
C -12.35 0.47 5.16  -0.6248
C -11.15 1.10 5.50  -0.5643
C -11.16 2.35 6.06  -0.4195
C -12.32 3.05 6.42  -0.6307
C -13.50 2.42 6.04  0.3088
O -14.76 2.85 6.23  -0.2958
H -18.45 1.37 4.87  0.4598
H -21.77 2.00 5.50  0.4202
H -22.56 3.53 7.16  0.4571
H -21.02 4.48 8.93  0.3988
H -18.66 3.90 8.74  0.7441
H -15.55 0.12 4.81  0.5592
H -12.41 -0.52 4.73  0.4013
H -10.22 0.57 5.41  0.4211
H -10.23 2.86 6.35  0.3360
H -12.33 3.95 6.99  0.4164
Cl -18.64 8.01 11.13  -0.2458
C -17.63 6.60 11.01  0.2876
C -16.49 6.67 10.16  -0.7130
C -15.69 5.54 10.13  0.8569
Cl -14.37 5.63 9.01  -0.2033
C -15.96 4.33 10.76  -0.1021
O -15.12 3.32 10.55  -0.8479
C -17.11 4.32 11.60  1.1881
C -17.48 3.25 12.49  -0.3853
O -16.89 2.17 12.67  -0.5431
C -17.90 5.49 11.71  -1.2292
H -16.30 7.55 9.54  0.4349
H -18.49 3.38 13.01  0.2457
H -18.72 5.59 12.46  0.2904
N -18.34 -2.55 9.43  -0.6140
C -16.96 -2.49 9.43  0.8485
C -16.16 -2.88 10.48  -1.1042
C -14.78 -2.68 10.42  -0.4327
C -14.19 -2.12 9.28  -0.1082
C -15.01 -1.77 8.19  -0.3020
C -16.35 -1.94 8.26  -0.3097
S -12.50 -1.67 9.34  1.0616
O -12.01 -1.29 8.05  -0.5195
O -11.73 -2.63 10.09  -0.6753
N -12.44 -0.23 10.38  0.1266
C -13.11 -0.31 11.64  0.1750
S -12.55 -1.46 12.76  -0.0648
C -13.69 -0.76 13.86  -0.2647
C -14.41 0.25 13.33  -0.7718
N -14.10 0.52 12.03  0.0613
H -18.85 -2.39 10.32  0.2698
H -18.73 -1.93 8.68  0.2363
H -16.58 -3.36 11.29  0.5886
H -14.22 -3.09 11.25  0.5903
H -14.53 -1.34 7.32  0.2314
H -17.03 -1.59 7.52  0.2908
H -13.75 -1.13 14.89  0.4191
H -15.13 0.78 13.93  0.4644
O -12.71 1.02 9.78  -0.2393
O -13.89 0.99 8.97  -0.1313

Record 6
Entry from the OMol25 dataset: a structure of composition C27H41AsLiN2O2S3Si2 at a distorted geometry (the ωB97M-V functional and the def2-TZVPD basis).

The calculation puts the HOMO energy at -3.61 eV. As for the HOMO-LUMO gap: 0.212 Ha. The net charge is -1. The value obtained for the energy relative to the best compared isomer or geometry (same formula, charge and spin) is 0.0 kJ/mol.

Last column: Mulliken charge in e.
Cartesian coordinates (Å):
Li -0.49 0.02 1.07  0.1882
C -1.97 0.79 4.16  -0.4816
C -1.76 -0.62 4.67  -0.8771
S -0.59 -1.61 3.68  0.1414
C -1.55 -3.15 3.48  -0.9694
C -2.85 -3.05 2.69  -0.7984
S -2.63 -2.19 1.09  -0.0062
C -3.96 -0.96 1.14  -0.4573
C -3.96 0.04 2.29  -0.9801
S -2.44 1.03 2.41  0.0670
H -2.71 1.30 4.78  0.4529
H -1.03 1.35 4.21  0.2256
H -1.35 -0.56 5.68  0.5384
H -2.70 -1.18 4.73  0.3970
H -0.85 -3.80 2.96  0.4009
H -1.74 -3.56 4.47  0.3972
H -3.22 -4.05 2.48  0.4822
H -3.62 -2.51 3.25  0.2969
H -3.82 -0.41 0.20  0.0474
H -4.92 -1.48 1.11  0.5737
H -4.78 0.74 2.11  0.5315
H -4.13 -0.44 3.25  0.4419
C 2.70 -0.13 5.33  -1.0944
Si 3.24 0.60 3.66  0.4777
C 4.57 1.89 4.14  -1.0979
C 4.25 -0.80 2.84  -1.1303
As 1.44 1.55 2.61  -0.1897
Si 2.42 1.97 0.59  -0.0186
C 1.30 3.17 -0.37  -0.7592
C 4.15 2.77 0.50  -1.1919
C 2.65 0.42 -0.49  -0.6451
H 3.55 -0.40 5.97  0.3652
H 2.09 -1.03 5.18  0.2596
H 2.08 0.60 5.87  0.2642
H 5.43 1.45 4.66  0.3268
H 4.13 2.66 4.78  0.2869
H 4.95 2.40 3.24  0.2444
H 4.96 -1.26 3.54  0.3895
H 4.82 -0.42 1.98  0.2770
H 3.59 -1.58 2.46  0.2631
H 1.22 4.12 0.15  0.3369
H 0.29 2.75 -0.47  0.0847
H 1.69 3.36 -1.38  0.2591
H 4.17 3.75 1.00  0.3129
H 4.46 2.91 -0.54  0.3404
H 4.90 2.14 0.99  0.2647
H 1.81 -0.26 -0.39  0.0166
H 3.55 -0.13 -0.20  0.4175
H 2.74 0.67 -1.55  0.1599
O -2.76 1.63 -0.55  -0.7223
C -2.00 0.93 -1.21  -0.9399
N -1.88 1.04 -2.58  0.0746
C -1.13 -0.07 -3.14  2.8229
C -0.74 -0.80 -1.80  -1.2834
O -0.14 -1.86 -1.77  -0.7625
N -1.24 -0.12 -0.74  1.3678
C -2.05 -0.93 -4.00  -0.1103
C -3.04 -1.68 -3.39  -0.0935
C -3.92 -2.44 -4.14  -0.9241
C -3.83 -2.43 -5.53  -0.4005
C -2.86 -1.66 -6.15  -0.8701
C -1.97 -0.92 -5.39  -0.3025
C 0.13 0.35 -3.88  -0.8012
C 1.10 -0.60 -4.19  0.0805
C 2.26 -0.23 -4.85  -0.8849
C 2.47 1.09 -5.22  -0.3979
C 1.49 2.04 -4.95  -0.8424
C 0.33 1.67 -4.29  -0.1959
H -2.54 1.57 -3.11  0.3203
H -3.11 -1.69 -2.30  0.4453
H -4.68 -3.03 -3.65  0.4091
H -4.51 -3.03 -6.12  0.3740
H -2.79 -1.64 -7.23  0.3921
H -1.21 -0.32 -5.88  0.4337
H 0.95 -1.63 -3.89  0.4505
H 3.02 -0.97 -5.05  0.3699
H 3.39 1.38 -5.71  0.3840
H 1.64 3.07 -5.24  0.3949
H -0.43 2.41 -4.07  0.3799

Calculated total energy: -79936.4492, -10315.7016, -119222.7027, -16893.1802, -109869.1465, -145051.6754 (eV)